C19H12BrFN2S2 | ωB97M-V/def2-TZVPD

ORCA input file:
```
! RIJCOSX wB97M-V def2-TZVPD def2/J DEFGRID3
* xyz 0 1
S 1.647 -4.906 3.842
C 2.092 -4.423 2.425
N 2.250 -4.008 1.291
C 2.281 -2.599 1.063
C 3.392 -2.067 0.407
Br 4.823 -3.214 -0.110
C 3.518 -0.727 0.129
C 2.492 0.143 0.476
C 1.389 -0.378 1.121
C 1.266 -1.726 1.434
N 0.118 -2.212 2.131
C -1.120 -1.775 1.549
C -2.090 -2.742 1.327
C -3.302 -2.353 0.801
C -3.543 -1.028 0.492
C -2.583 -0.054 0.696
C -1.359 -0.439 1.240
S 0.032 0.678 1.585
H 4.399 -0.334 -0.360
H 2.548 1.204 0.270
H 0.187 -1.826 3.074
H -1.851 -3.764 1.591
H -4.077 -3.096 0.649
H -4.525 -0.789 0.100
H -2.802 0.967 0.460
F -1.954 2.580 -0.280
C -1.209 3.034 -1.308
C -0.045 2.354 -1.580
C 0.763 2.792 -2.620
C 0.387 3.905 -3.363
C -0.795 4.573 -3.069
C -1.610 4.136 -2.033
H 0.205 1.493 -0.973
H 1.680 2.267 -2.850
H 1.016 4.250 -4.172
H -1.084 5.441 -3.646
H -2.535 4.640 -1.789
*
```

DFT total energy   -117307.87895 eV
Molar mass   431.35 Da

Atom charges from the natural (NBO) analysis, given in e for atoms 1 to 8:
1. S 0.08
2. C 0.27
3. N -0.47
4. C 0.08
5. C -0.09
6. Br 0.08
7. C -0.21
8. C -0.22

C28H19CdF3N4O9S | ωB97M-V/def2-TZVPD

ORCA input file:
```
! RIJCOSX wB97M-V def2-TZVPD def2/J DEFGRID3
* xyz -2 1
Cd 1.661 1.188 -2.808
O 5.772 1.472 -1.934
C 4.581 1.205 -1.799
O 3.788 0.982 -2.783
C 4.066 1.040 -0.367
C 4.990 0.590 0.541
C 4.664 0.427 1.892
C 3.405 0.746 2.361
C 2.464 1.200 1.462
C 2.725 1.378 0.055
O 1.863 1.877 -0.719
N 1.158 1.517 2.026
O 1.105 1.735 3.234
O 0.174 1.511 1.314
N 5.654 -0.060 2.817
O 6.763 -0.352 2.390
O 5.350 -0.166 4.001
H 5.992 0.387 0.194
H 3.151 0.637 3.403
F -3.625 5.198 -3.684
C -2.447 4.543 -3.906
F -1.592 5.023 -2.986
F -2.012 4.997 -5.111
C -2.638 3.056 -3.867
C -3.913 2.571 -4.271
C -3.947 1.246 -4.705
C -2.922 0.381 -4.453
N -1.896 0.789 -3.483
C -1.558 2.236 -3.690
S 0.105 2.653 -4.085
H -4.746 3.242 -4.400
H -4.774 0.887 -5.308
H -2.758 -0.588 -4.896
C 0.497 -4.392 4.509
C -0.084 -3.125 3.943
C -0.463 -2.103 4.805
C -0.965 -0.913 4.306
C -1.100 -0.730 2.944
C -0.745 -1.751 2.063
N -0.794 -1.602 0.665
C -1.643 -0.786 -0.051
C -2.882 -0.397 0.468
C -3.727 0.408 -0.266
C -3.392 0.825 -1.541
C -2.194 0.397 -2.088
C -1.297 -0.414 -1.377
C 0.040 -0.822 -1.959
O 0.945 -1.238 -1.220
O 0.217 -0.643 -3.216
C -0.235 -2.961 2.563
C 0.173 -4.044 1.604
H 0.634 -4.300 5.586
H 1.468 -4.622 4.066
H -0.151 -5.253 4.325
H -0.332 -2.233 5.873
H -1.207 -0.099 4.976
H -1.416 0.225 2.553
H 0.103 -1.708 0.181
H -3.168 -0.725 1.456
H -4.672 0.716 0.165
H -4.047 1.454 -2.120
H -1.017 0.249 -3.687
H -0.448 -4.014 0.709
H 0.092 -5.032 2.055
H 1.208 -3.915 1.274
*
```

ΔE to the lowest compared entry with this formula, charge and spin   2.7 kcal/mol
Molar mass   756.95 Da

Atom charges from the natural (NBO) analysis, given in e for atoms 1 to 8:
1. Cd 1.61
2. O -0.69
3. C 0.78
4. O -0.89
5. C -0.26
6. C -0.11
7. C -0.09
8. C -0.12

C30H24N6O4Pt | ωB97M-V/def2-TZVPD

ORCA input file:
```
! RIJCOSX wB97M-V def2-TZVPD def2/J DEFGRID3
* xyz 2 1
Pt 0.732 0.635 0.102
O -0.095 4.375 1.256
C 0.228 3.214 1.153
N 0.386 2.527 -0.026
C 0.088 3.054 -1.324
C -0.425 4.315 -1.626
C -0.696 4.599 -2.955
C -0.453 3.679 -3.969
C 0.073 2.433 -3.678
C 0.327 2.134 -2.342
N 0.959 0.970 -1.848
C 1.780 0.138 -2.558
O 1.715 -0.202 -3.707
C 2.954 -0.170 -1.655
C 4.124 -0.708 -2.149
C 5.182 -0.910 -1.276
C 5.032 -0.569 0.063
C 3.831 -0.035 0.484
N 2.816 0.171 -0.365
C 0.419 2.342 2.368
C 0.191 2.806 3.644
C 0.408 1.946 4.710
C 0.854 0.653 4.463
C 1.059 0.252 3.161
N 0.843 1.085 2.130
H -0.589 5.051 -0.858
H -1.109 5.566 -3.206
H -0.678 3.942 -4.993
H 0.272 1.698 -4.443
H 4.178 -0.956 -3.201
H 6.117 -1.320 -1.635
H 5.831 -0.712 0.776
H 3.676 0.268 1.512
H -0.139 3.828 3.771
H 0.242 2.282 5.725
H 1.044 -0.039 5.271
H 1.409 -0.743 2.921
O -5.633 -1.837 0.277
C -5.481 -0.447 0.124
C -4.010 -0.141 0.129
C -3.554 1.170 0.140
C -2.203 1.427 0.156
N -1.298 0.431 0.157
C -1.727 -0.855 0.133
C -3.069 -1.162 0.129
C -0.672 -1.884 0.167
C -0.937 -3.231 0.059
C 0.078 -4.158 0.244
C -0.223 -5.638 0.176
O -1.363 -5.893 -0.608
C 1.346 -3.674 0.531
C 1.567 -2.315 0.553
N 0.582 -1.414 0.370
H -6.563 -2.075 0.209
H -5.959 0.116 0.933
H -5.903 -0.086 -0.821
H -4.243 2.005 0.139
H -1.832 2.437 0.170
H -3.410 -2.186 0.141
H -1.931 -3.584 -0.175
H -0.440 -5.978 1.193
H 0.660 -6.185 -0.159
H -1.102 -6.168 -1.492
H 2.177 -4.343 0.715
H 2.557 -1.932 0.713
*
```

DFT total energy   -51863.63738 eV
Molar mass   727.64 Da

Atom charges from the natural (NBO) analysis, given in e for atoms 1 to 8:
1. Pt 1.49
2. O -0.55
3. C 0.61
4. N -0.57
5. C 0.05
6. C -0.22
7. C -0.19
8. C -0.19

C19H31N11O8P2S | ωB97M-V/def2-TZVPD

ORCA input file:
```
! RIJCOSX wB97M-V def2-TZVPD def2/J DEFGRID3
* xyz 0 1
N -1.817 1.270 2.992
P -1.793 1.316 1.278
O -2.882 0.222 0.699
C -0.090 0.687 0.765
C 0.368 -0.559 1.187
C 1.619 -0.976 0.790
P 2.172 -2.640 1.329
S 0.614 -3.813 1.609
C 2.420 -0.169 0.017
C 1.974 1.046 -0.409
C 0.697 1.489 -0.049
C 0.280 2.837 -0.597
O -0.429 3.650 -0.045
C 0.811 3.150 -1.990
C 0.046 3.854 -2.879
C 0.594 4.141 -4.117
C 1.864 3.731 -4.427
C 2.639 2.994 -3.552
C 2.078 2.718 -2.330
C 2.822 1.962 -1.263
O 4.013 2.080 -1.050
H -1.283 2.063 3.328
H -1.416 0.412 3.375
H -3.129 0.595 -0.165
H -0.269 -1.175 1.813
H 2.867 -3.190 0.226
H 3.002 -2.568 2.464
H 3.416 -0.512 -0.257
H -0.961 4.193 -2.661
H -0.025 4.700 -4.814
H 2.308 3.983 -5.388
H 3.634 2.655 -3.815
N 0.495 -6.045 -0.933
C 1.111 -5.654 -2.084
N 1.303 -6.648 -3.008
O 1.469 -4.504 -2.282
H 0.198 -6.984 -0.753
H 0.338 -5.334 -0.231
H 1.755 -6.394 -3.867
H 1.019 -7.598 -2.870
N -1.401 -0.678 6.545
C -0.846 -1.316 5.471
N -1.027 -2.656 5.432
O -0.227 -0.707 4.600
H -1.911 -1.150 7.267
H -1.285 0.316 6.600
H -0.631 -3.149 4.652
H -1.528 -3.178 6.123
N -4.012 0.210 -3.629
C -3.473 1.348 -3.107
N -3.689 2.482 -3.833
O -2.840 1.352 -2.061
H -4.534 0.183 -4.484
H -3.869 -0.641 -3.117
H -3.307 3.336 -3.474
H -4.204 2.502 -4.693
N 0.922 8.284 -1.402
C 1.574 8.593 -2.565
N 1.672 7.562 -3.458
O 2.032 9.699 -2.787
H 0.540 7.380 -1.200
H 0.831 9.015 -0.722
H 2.145 7.748 -4.322
H 1.301 6.645 -3.293
N -1.717 -7.436 4.649
C -0.910 -6.333 4.673
N 0.287 -6.465 4.043
O -1.235 -5.289 5.216
H -1.466 -8.298 4.206
H -2.607 -7.362 5.105
H 0.893 -5.664 4.045
H 0.584 -7.300 3.577
*
```

DFT total energy   -82395.93733 eV
Molar mass   635.54 Da

Atom charges from the Mulliken analysis, given in e for atoms 1 to 8:
1. N -0.58
2. P 0.23
3. O -0.47
4. C 0.65
5. C -0.77
6. C 0.84
7. P 0.34
8. S -0.46

C32H64O36S8 | ωB97M-V/def2-TZVPD

ORCA input file:
```
! RIJCOSX wB97M-V def2-TZVPD def2/J DEFGRID3
* xyz 0 1
O 6.373 -2.539 7.676
S 5.341 -3.330 8.394
O 5.788 -3.916 9.637
O 4.028 -2.319 8.534
C 2.950 -2.697 7.787
C 3.430 -3.830 6.794
O 4.494 -4.444 7.504
H 2.120 -2.966 8.441
H 2.622 -1.781 7.295
H 3.917 -3.395 5.922
H 2.656 -4.527 6.473
O -11.041 0.056 -5.489
S -10.608 1.404 -5.567
O -11.569 2.373 -6.144
O -10.218 2.097 -4.142
C -9.003 2.758 -4.241
C -8.175 1.928 -5.218
O -9.092 1.459 -6.204
H -9.217 3.726 -4.694
H -8.401 2.773 -3.332
H -7.791 1.051 -4.697
H -7.290 2.430 -5.609
O 10.407 -0.930 0.737
S 11.789 -0.784 0.410
O 12.245 -1.237 -0.911
O 12.175 0.833 0.601
C 13.354 1.024 1.388
C 13.295 -0.137 2.366
O 12.733 -1.267 1.629
H 14.209 0.945 0.717
H 13.157 1.927 1.965
H 12.729 0.228 3.223
H 14.290 -0.388 2.736
O -3.376 -8.623 8.041
S -3.672 -7.397 7.328
O -3.115 -7.249 5.993
O -5.293 -7.047 7.344
C -5.683 -6.691 8.721
C -4.499 -5.804 9.160
O -3.439 -6.020 8.226
H -6.620 -6.170 8.523
H -5.889 -7.605 9.278
H -4.101 -6.054 10.143
H -4.754 -4.745 9.132
O -0.741 5.904 -2.896
S 0.619 6.397 -3.052
O 1.775 5.497 -3.043
O 0.654 7.443 -4.295
C -0.094 8.555 -3.949
C 0.444 8.860 -2.576
O 0.902 7.655 -2.007
H 0.174 9.318 -4.681
H -1.160 8.329 -3.929
H -0.365 9.234 -1.949
H 1.312 9.512 -2.476
O 5.389 2.919 -8.046
S 6.332 1.776 -7.839
O 7.775 2.115 -7.869
O 6.069 0.818 -6.551
C 6.295 -0.561 -6.856
C 5.808 -0.682 -8.314
O 5.966 0.582 -8.964
H 7.352 -0.824 -6.827
H 5.728 -1.289 -6.276
H 4.746 -0.925 -8.366
H 6.424 -1.491 -8.707
O 1.223 -6.926 -4.684
S 0.922 -8.310 -4.278
O 1.001 -9.399 -5.258
O 1.578 -8.802 -2.877
C 0.695 -9.355 -1.948
C -0.752 -9.167 -2.542
O -0.604 -8.314 -3.665
H 1.026 -10.331 -1.594
H 0.763 -8.565 -1.199
H -1.313 -8.625 -1.780
H -1.200 -10.128 -2.794
O -8.664 -1.537 3.135
S -9.895 -0.938 3.651
O -9.831 -0.227 4.941
O -10.739 -0.048 2.579
C -12.056 -0.459 2.317
C -12.294 -1.713 3.170
O -11.091 -2.101 3.823
H -12.872 0.257 2.416
H -12.105 -0.646 1.244
H -12.655 -2.457 2.460
H -12.989 -1.545 3.992
C 7.063 5.416 4.577
C 6.795 3.979 4.263
C 5.339 4.088 3.709
O 4.722 5.144 4.437
C 5.678 6.124 4.677
H 7.563 5.955 3.772
H 7.632 5.400 5.507
H 6.781 3.419 5.198
H 7.475 3.476 3.575
H 4.808 3.146 3.842
H 5.400 4.379 2.660
H 5.591 6.539 5.681
H 5.562 6.922 3.943
C -0.842 1.312 -9.406
C -1.808 1.302 -10.560
C -3.008 0.356 -10.213
O -2.803 0.016 -8.814
C -1.463 0.312 -8.387
H -0.568 2.310 -9.063
H 0.194 0.981 -9.482
H -1.338 0.952 -11.479
H -2.185 2.322 -10.625
H -2.947 -0.566 -10.790
H -3.992 0.820 -10.286
H -0.903 -0.615 -8.269
H -1.494 0.821 -7.423
C -0.724 -1.922 -1.040
C 0.611 -1.208 -1.195
C 1.578 -2.293 -0.644
O 0.807 -2.690 0.502
C -0.620 -2.612 0.315
H -0.873 -2.554 -1.915
H -1.550 -1.210 -1.068
H 0.681 -0.372 -0.500
H 0.923 -1.040 -2.226
H 2.469 -1.778 -0.284
H 1.842 -3.096 -1.333
H -1.130 -2.060 1.105
H -0.943 -3.650 0.233
C -2.272 4.823 4.085
C -3.781 5.099 3.914
C -4.395 4.682 5.228
O -3.459 3.639 5.720
C -2.270 3.629 4.968
H -1.870 5.801 4.351
H -1.773 4.493 3.174
H -4.079 4.368 3.161
H -4.034 6.099 3.562
H -5.468 4.492 5.263
H -4.225 5.462 5.969
H -2.000 2.738 4.401
H -1.509 3.913 5.695
*
```

ΔE to the lowest compared entry with this formula, charge and spin   41.9 kcal/mol
Molar mass   1281.36 Da

Atom charges from the Mulliken analysis, given in e for atoms 1 to 8:
1. O -0.52
2. S 1.08
3. O -0.51
4. O -0.32
5. C -0.27
6. C -0.26
7. O -0.31
8. H 0.27

C12H36O8 | ωB97M-V/def2-TZVPD

ORCA input file:
```
! RIJCOSX wB97M-V def2-TZVPD def2/J DEFGRID3
* xyz 0 1
O -18.494 20.368 0.363
C -19.702 20.948 0.863
C -19.645 22.421 0.590
O -20.649 23.031 1.394
H -18.510 19.427 0.554
H -20.581 20.520 0.377
H -19.779 20.807 1.947
H -19.810 22.602 -0.483
H -18.648 22.839 0.774
H -20.690 23.971 1.199
O -20.105 22.077 6.929
C -19.871 21.040 7.866
C -19.961 19.686 7.196
O -18.858 19.531 6.319
H -19.323 22.125 6.353
H -18.861 21.129 8.281
H -20.622 21.145 8.649
H -20.916 19.593 6.676
H -19.846 18.902 7.949
H -18.914 20.164 5.592
C -14.110 19.163 6.654
C -15.428 18.864 5.985
O -16.363 18.390 6.932
H -13.304 19.318 5.929
H -13.817 18.375 7.346
H -14.155 20.094 7.234
H -15.298 18.122 5.186
H -15.827 19.760 5.491
H -17.170 18.918 6.854
C -16.344 22.869 8.457
C -15.594 21.674 7.967
O -15.857 21.566 6.543
H -16.039 23.752 7.889
H -16.181 23.110 9.508
H -17.420 22.743 8.317
H -15.930 20.747 8.436
H -14.520 21.776 8.126
H -15.088 21.202 6.095
C -17.206 23.917 4.144
C -18.295 22.872 4.018
O -18.110 21.782 4.937
H -17.341 24.673 3.367
H -16.217 23.481 4.009
H -17.334 24.421 5.101
H -18.398 22.478 3.006
H -19.253 23.339 4.268
H -17.206 21.750 5.293
C -15.644 28.602 4.417
C -16.504 27.403 4.225
O -17.756 27.830 3.661
H -16.115 29.316 5.099
H -15.527 29.138 3.474
H -14.655 28.363 4.812
H -16.669 26.861 5.156
H -16.031 26.748 3.487
H -18.475 27.408 4.136
*
```

ΔE to the lowest compared entry with this formula, charge and spin   0.0 kcal/mol
Molar mass   308.41 Da

Atom charges from the natural (NBO) analysis, given in e for atoms 1 to 8:
1. O -0.72
2. C -0.08
3. C -0.08
4. O -0.72
5. H 0.47
6. H 0.17
7. H 0.17
8. H 0.16

C2H7OS | ωB97M-V/def2-TZVPD

ORCA input file:
```
! RIJCOSX wB97M-V def2-TZVPD def2/J DEFGRID3
* xyz -1 1
C -1.530 0.196 -0.845
S -3.005 -0.718 -0.179
H -0.783 -0.563 -1.009
H -1.224 1.075 -0.292
H -1.806 0.599 -1.824
H -2.329 -1.239 0.881
C 2.182 0.115 0.635
O 1.179 0.912 0.148
H 3.118 0.281 0.074
H 1.819 -0.939 0.679
H 2.378 0.282 1.732
*
```

ΔE to the lowest compared entry with this formula, charge and spin   53.9 kcal/mol
Molar mass   79.14 Da

Atom charges from the natural (NBO) analysis, given in e for atoms 1 to 8:
1. C -0.67
2. S -0.15
3. H 0.23
4. H 0.26
5. H 0.19
6. H 0.13
7. C -0.21
8. O -1.01